Density functional theory data (wB97M-V/def2-TZVPD) for a molecular structure, C5H9N.

## Properties
- E_LUMO (alpha / beta) (eV) = 0.06 / -0.31
- HOMO (alpha / beta) (hartree) = -0.3033 / -0.3123
- orbital gap (alpha / beta) (Ha) = 0.3056 / 0.3007
- E (eV) = -6816.14967

XYZ file:
```
15
Properties=species:S:1:pos:R:3:forces:R:3
C -0.8361 1.2841 -0.3292 -0.209 0.058 0.039
C -0.7531 0.1001 0.3844 0.142 -0.149 0.115
C -1.2184 -1.1901 -0.2694 -0.010 -0.056 -0.026
C 1.2145 -0.2892 0.6586 -0.497 -0.185 0.158
C 1.7791 0.6326 -0.3475 0.053 -0.047 0.089
N 2.9564 0.3663 -0.3221 0.091 0.282 -0.310
H -0.8356 2.2467 0.1754 0.062 -0.139 -0.081
H -1.1179 1.2866 -1.3801 0.079 -0.027 0.145
H 1.0172 1.3567 -0.8385 0.351 -0.133 0.043
H -0.9215 0.1686 1.4604 0.014 0.002 -0.155
H -0.7964 -1.2824 -1.2772 -0.053 0.012 0.145
H -2.3103 -1.2129 -0.3637 0.164 0.041 0.030
H -0.9181 -2.0722 0.3043 -0.043 0.136 -0.085
H 1.2962 -1.3551 0.4521 -0.042 0.186 -0.011
H 1.4439 -0.0397 1.6926 -0.103 0.020 -0.096
```
Forces are in eV/Å.

These are the natural (NBO) partial charges, in e, on atoms 1 to 6:
1. C -0.43
2. C -0.24
3. C -0.63
4. C -0.35
5. C -0.02
6. N -0.24